Record 1
Formula: C5H7NO
Source: the Open Molecules 2025 dataset
Level of theory: the ωB97M-V functional and the def2-TZVPD basis

Cartesian coordinates (Å):
C -1.535 0.184 0.724
N -0.528 0.298 -0.350
C -0.066 -0.999 -0.848
C 1.236 -1.104 -0.487
C 1.759 0.095 0.102
C 0.771 1.060 0.108
O 0.548 2.260 0.177
H -2.491 -0.117 0.288
H -1.623 1.160 1.203
H -1.203 -0.572 1.440
H -0.776 -1.745 -1.179
H 1.827 -2.003 -0.652
H 2.794 0.309 0.319
H -0.766 1.114 -0.937

Output
Energy above the lowest of the compared OMol25 structures with the same formula, charge and spin (kJ/mol): 205.3
Spin multiplicity: 1
E_tot (eV): -8834.0748
Total charge: 0
Orbital gap (eV): 8.24
SMILES: C[N@@H+]1C=CC=C1[O-]

Record 2
Formula: C2H9N2S2
Source: the Open Molecules 2025 dataset
Level of theory: the ωB97M-V functional and the def2-TZVPD basis

Cartesian coordinates (Å):
S 2.126 -0.452 0.513
S 0.418 -1.561 1.178
H 1.951 -0.535 -0.839
H -0.129 -0.492 1.864
C -0.972 1.473 -0.455
C -1.689 0.741 -1.341
N -1.650 -0.739 -1.168
N -0.875 2.836 -0.398
H -0.429 0.930 0.314
H -2.268 1.072 -2.216
H -1.561 -1.220 -2.015
H -0.885 -1.066 -0.477
H -2.507 -1.007 -0.771
H -1.223 3.384 -1.151
H -0.009 3.179 -0.034

Output
Energy above the lowest of the compared OMol25 structures with the same formula, charge and spin (kJ/mol): 137.6
Spin multiplicity: 1
E_tot (eV): -26863.3222
Total charge: +1
Orbital gap (eV): 9.34

Record 3
Formula: C21H19F2N5ORuS2
Source: the Open Molecules 2025 dataset
Level of theory: the ωB97M-V functional and the def2-TZVPD basis

Cartesian coordinates (Å):
Ru 0.003 -0.418 0.054
O 3.813 -1.077 1.266
C 2.615 -0.787 1.243
N 1.921 -0.595 0.012
C 2.587 -0.892 -1.224
C 1.646 -0.592 -2.368
C 2.053 -0.560 -3.689
C 1.143 -0.208 -4.673
C -0.164 0.085 -4.303
C -0.512 0.003 -2.974
N 0.371 -0.325 -2.018
C 1.729 -0.614 2.364
C 2.110 -0.817 3.705
C 1.205 -0.590 4.701
C -0.111 -0.147 4.371
C -0.451 0.003 3.059
N 0.421 -0.236 2.051
H 2.890 -1.948 -1.248
H 3.522 -0.330 -1.313
H 3.081 -0.783 -3.942
H 1.450 -0.144 -5.707
H -0.900 0.384 -5.036
H -1.524 0.207 -2.646
H 3.120 -1.148 3.903
H 1.476 -0.734 5.738
H -0.838 0.063 5.141
H -1.451 0.307 2.767
C -3.521 -2.329 -0.190
C -3.324 -0.862 -0.080
N -2.234 -0.140 -0.031
C -2.516 1.224 0.030
C -3.852 1.522 0.056
S -4.784 0.102 -0.013
C -1.462 2.203 0.038
C -1.602 3.569 0.069
S -0.073 4.326 0.080
C 0.707 2.773 0.040
N -0.148 1.794 0.015
C 2.185 2.631 0.043
H -2.649 -2.849 -0.561
H -4.364 -2.533 -0.850
H -3.776 -2.741 0.789
H -4.304 2.498 0.099
H -2.515 4.141 0.087
H 2.666 3.605 0.080
H 2.516 2.110 -0.857
H 2.511 2.045 0.905
F -0.490 -3.004 -0.946
C -0.050 -2.447 0.243
F -0.985 -2.763 1.204
H 0.862 -2.981 0.520

Output
Energy above the lowest of the compared OMol25 structures with the same formula, charge and spin (kJ/mol): 220.2
Spin multiplicity: 6
E_tot (eV): -61262.1605
Total charge: +1
Orbital gap (spin up / spin down) (eV): 5.01 / 6.88
⟨S²⟩: 8.80

Record 4
Formula: C40H30F6GeIN4O10S2Zr
Source: the Open Molecules 2025 dataset
Level of theory: the ωB97M-V functional and the def2-TZVPD basis

Cartesian coordinates (Å):
Zr -1.713 1.099 0.321
O 1.153 3.181 2.946
C 0.053 2.533 2.474
O 0.167 1.978 1.199
C -1.120 2.347 3.091
C -1.498 2.878 4.390
C -2.740 2.667 4.862
C -3.705 1.921 4.089
C -3.306 1.421 2.904
N -2.054 1.581 2.375
C -4.226 0.716 1.947
O -5.313 0.284 2.250
O -3.679 0.630 0.751
H 1.448 3.814 2.278
H -0.761 3.449 4.937
H -3.029 3.074 5.823
H -4.720 1.764 4.418
F -4.815 4.523 -1.729
C -3.558 4.920 -1.875
F -3.436 6.170 -1.438
F -3.225 4.873 -3.161
S -2.469 3.805 -0.899
O -2.712 2.476 -1.463
O -2.828 3.935 0.482
N -1.036 4.371 -1.182
S 0.160 3.443 -1.643
O 1.398 3.995 -1.219
O -0.104 2.025 -1.444
C 0.140 3.628 -3.477
F 0.210 4.918 -3.803
F -0.966 3.107 -3.992
F 1.201 3.002 -3.999
C 0.282 0.484 1.142
Ge 1.916 -0.180 0.290
C 2.836 -1.260 1.652
C 2.808 -0.906 3.000
C 3.483 -1.658 3.954
C 4.200 -2.781 3.567
C 4.236 -3.149 2.229
C 3.558 -2.395 1.282
C 1.471 -1.472 -1.131
C 2.287 -2.418 -3.526
C 1.042 -4.222 -3.312
C 0.110 -4.405 -2.161
C -0.025 -3.638 -1.076
C 0.661 -2.419 -0.632
C 3.123 1.319 -0.098
C 3.545 2.031 1.027
C 4.405 3.113 0.916
C 4.876 3.499 -0.331
C 4.480 2.798 -1.457
C 3.610 1.722 -1.339
H 0.163 0.126 2.168
H 2.245 -0.034 3.318
H 3.445 -1.371 4.998
H 4.725 -3.372 4.308
H 4.788 -4.029 1.924
H 3.572 -2.710 0.244
H 2.987 -2.009 -4.265
H 0.889 -5.066 -3.995
H -0.535 -5.283 -2.197
H -0.758 -3.975 -0.348
H 0.407 -2.252 0.417
H 3.193 1.744 2.012
H 4.711 3.651 1.805
H 5.549 4.343 -0.422
H 4.838 3.095 -2.435
H 3.308 1.210 -2.241
I -4.605 -4.635 4.297
C -4.029 -3.610 2.568
C -2.832 -2.910 2.562
C -2.466 -2.224 1.416
C -3.278 -2.239 0.288
C -4.466 -2.954 0.312
C -4.852 -3.638 1.454
C -2.913 -1.476 -0.953
O -3.478 -1.699 -2.014
O -1.952 -0.606 -0.831
H -2.199 -2.893 3.438
H -1.533 -1.671 1.402
H -5.093 -2.949 -0.570
H -5.788 -4.178 1.477
N -1.406 -2.282 -3.730
C -0.158 -1.909 -3.858
C 0.941 -2.868 -4.112
C 2.491 -3.828 -3.027
C 2.076 -1.235 -2.498
C 1.259 -0.257 -3.274
N 0.145 -0.589 -3.821
H -1.606 -3.268 -3.699
H -2.128 -1.668 -3.348
H 1.007 -3.068 -5.182
H 2.834 -3.959 -1.999
H 3.060 -0.797 -2.322
H 1.620 0.747 -3.477

Output
Energy above the lowest of the compared OMol25 structures with the same formula, charge and spin (kJ/mol): 814.1
Spin multiplicity: 1
E_tot (eV): -172275.0662
Total charge: -1
Orbital gap (eV): 5.11

Record 5
Formula: C3H8NO3
Source: the Open Molecules 2025 dataset
Level of theory: the ωB97M-V functional and the def2-TZVPD basis

Cartesian coordinates (Å):
O -0.105 1.716 -1.697
C 0.550 0.873 -1.068
N -0.035 -0.175 -0.444
C -1.539 -0.242 -0.069
O -1.848 -1.380 0.510
C 2.049 1.036 -1.130
H 0.598 -0.623 0.210
H -2.153 -0.172 -0.996
H -1.579 0.705 0.537
H 2.428 1.792 -0.433
H 2.581 0.131 -0.772
H 2.442 1.180 -2.128
H -1.406 -1.106 2.984
H -1.146 -1.857 1.745
O -0.839 -1.878 2.752

Output
Energy above the lowest of the compared OMol25 structures with the same formula, charge and spin (kJ/mol): 150.7
Spin multiplicity: 1
E_tot (eV): -10874.2261
Total charge: -1
Orbital gap (eV): 7.57

- The highest E_tot belongs to which entry?
  C5H7NO